Computed, not measured: a 2-piece molecular cluster, C6H14N2O2 overall at a distorted geometry, with wB97M-V/def2-TZVPD.

Geometry (Å):
C (-2.330, 0.870, -1.559)
H (0.229, 2.697, 2.104)
C (1.555, -1.476, 1.299)
C (-0.158, 0.034, -2.195)
C (0.758, -1.172, -2.376)
N (0.873, 0.734, 1.962)
O (-0.541, -0.984, 2.385)
H (1.143, -2.476, 1.234)
H (1.699, -0.722, -2.674)
H (1.779, -1.185, 0.278)
H (1.741, 1.036, 1.571)
C (0.033, 1.747, 2.603)
H (-3.190, 0.921, -2.220)
H (-2.660, 0.696, -0.533)
H (-1.744, 1.741, -1.587)
H (0.448, 1.939, 3.594)
H (0.846, -1.679, -1.434)
N (-1.448, -0.220, -1.941)
H (0.350, -1.879, -3.091)
H (2.459, -1.497, 1.898)
O (0.287, 1.156, -2.358)
H (-0.987, 1.419, 2.676)
C (0.505, -0.569, 1.926)
H (-1.643, -1.131, -1.564)

## Properties
Total energy = -497.03045 a.u.
SMILES = CNC(C)=O.CNC(C)=O
HOMO-LUMO gap = 0.3831 hartree
Energy relative to the best compared isomer or geometry (same formula, charge and spin) = 71.1 kJ/mol